Below is a structure of composition InO4S in a non-equilibrium geometry, with properties calculated with ωB97M-V/def2-TZVPD.

Output
HOMO: -0.6150 Ha
F_max: 0.0757 Eh/bohr
Energy: -24185.058 eV
Charge: +1
Energy relative to the best compared isomer or geometry (same formula, charge and spin): 16.4 kJ/mol

Last column: Mulliken charge in e.
Geometry (Å):
1 In -3.22312 -9.24063 0.07599  0.930
2 S -0.07909 -8.00639 0.89175  1.395
3 O -0.98135 -7.45322 -0.10505  -0.400
4 O -0.15472 -7.14755 2.02980  -0.235
5 O -0.68414 -9.23028 1.26879  -0.418
6 O 1.27701 -8.20322 0.32381  -0.272